One molecule with the formula C4H5FN2, computed with ωB97M-V with the def2-TZVPD basis set.

The calculation puts the HOMO-LUMO gap at 9.38 eV. The calculation puts the total energy at -9924.2696 eV. For the LUMO energy, the calculation gives 0.11 eV. As for the SMILES: C=N/N=C/C=C/F. The calculation puts the relative energy (zero: lowest compared OMol25 entry of this formula, charge and spin) at 58.5 kcal per mole.

Structure (XYZ):
```
12
Properties=species:S:1:pos:R:3:forces:R:3:lowdin_charge:R:1
N 0.591 -0.126 -0.003 -0.39 0.51 -0.02 -0.02
C -0.196 0.887 -0.004 0.24 -0.22 0.08 -0.16
H -1.720 -1.387 0.008 -0.11 0.03 -0.01 0.12
N 1.932 0.283 -0.013 0.41 -0.49 0.05 -0.08
H -2.266 1.643 0.002 0.10 -0.05 0.03 0.11
C -2.248 -0.441 0.004 0.46 0.19 0.03 -0.14
F -3.574 -0.565 -0.010 -0.10 0.03 0.02 0.03
C -1.652 0.749 0.015 -0.23 -0.25 -0.13 -0.06
H 2.379 -1.744 0.007 0.06 0.25 0.03 0.07
H 3.797 -0.492 0.005 -0.08 -0.03 -0.01 0.06
H 0.223 1.899 -0.013 -0.05 -0.21 0.00 0.11
C 2.734 -0.707 0.004 -0.32 0.25 -0.05 -0.05
```
Forces are in eV/Å.

C6H10 as an isolated structure at a distorted geometry, computed with ωB97M-V with the def2-TZVPD basis set.

The calculation puts the HOMO-LUMO gap at 10.09 eV. The calculation puts the total energy at -6378.2920 eV. For the LUMO energy, the calculation gives 1.19 eV. The calculation puts the relative energy (zero: lowest compared OMol25 entry of this formula, charge and spin) at 128.4 kcal per mole.

Structure (XYZ):
```
16
Properties=species:S:1:pos:R:3:forces:R:3:lowdin_charge:R:1
C -0.871 -0.394 -1.120 -3.34 -2.36 0.47 -0.17
H 2.213 -0.356 -0.133 -1.31 1.58 0.00 0.11
H -1.878 -1.249 -0.895 2.41 3.31 -0.21 0.17
H -0.142 -2.224 -0.415 -0.23 -1.39 1.13 0.06
H 0.776 -1.634 -1.705 0.60 0.21 1.25 0.11
C -0.420 1.724 0.991 0.31 -1.69 -1.66 0.00
C -0.544 0.850 -0.265 1.32 -2.69 0.67 -0.29
C 1.267 -0.677 0.379 1.47 -0.76 -1.16 -0.18
H -1.077 -0.134 -2.198 0.89 -0.42 0.97 0.09
H 0.184 2.525 0.532 -0.07 -0.10 1.61 0.10
H -1.295 1.998 1.551 0.04 -0.09 0.59 0.07
C 0.108 0.176 0.945 -0.58 0.93 1.99 -0.23
H -0.515 -0.638 1.579 0.74 2.52 -1.49 0.18
H 0.398 1.139 -0.723 -0.23 0.25 -1.01 0.11
H 1.914 -1.394 0.959 -1.89 0.09 0.58 0.11
C 0.365 -1.352 -0.689 -0.15 0.59 -3.73 -0.22
```
Forces are in eV/Å.

A 3-piece molecular cluster, C7H10 overall at a distorted geometry, computed with ωB97M-V with the def2-TZVPD basis set.

The calculation puts the HOMO-LUMO gap at 8.53 eV. The calculation puts the total energy at -7414.9762 eV. For the LUMO energy, the calculation gives 0.38 eV. The calculation puts the relative energy (zero: lowest compared OMol25 entry of this formula, charge and spin) at 139.7 kcal per mole.

Structure (XYZ):
```
17
Properties=species:S:1:pos:R:3:forces:R:3:lowdin_charge:R:1
C 0.122 1.885 0.796 -0.07 -0.68 0.30 -0.08
C 0.529 -1.600 -0.316 1.37 -0.15 0.28 -0.22
H 0.734 -0.602 -2.286 0.21 -0.01 0.18 0.07
C 0.874 0.859 -0.002 0.24 -0.14 -0.23 -0.12
H -0.542 -1.885 -2.288 -0.06 0.74 0.93 0.09
C -1.059 1.394 1.234 0.81 -0.07 -0.38 -0.08
C -0.035 -0.271 -0.145 0.13 -0.05 -0.36 -0.41
C 0.117 -1.236 -1.666 0.25 0.30 0.56 0.00
H 2.302 -0.180 0.417 -1.58 0.60 0.00 0.15
H 0.475 2.894 0.988 0.12 -0.22 0.06 0.10
H -0.119 -2.390 0.099 0.82 -0.03 -0.03 0.11
C -1.299 0.027 0.652 -0.12 -0.17 -0.32 -0.14
H -2.105 0.068 -0.083 -0.33 0.08 0.18 0.12
H -1.765 1.882 1.907 0.20 -0.01 -0.37 0.10
H 1.895 -1.307 0.118 -1.99 -0.36 -0.58 0.11
H -1.573 -0.742 1.390 0.19 0.14 -0.15 0.12
H 1.522 1.194 -0.802 -0.20 0.04 -0.08 0.08
```
Forces are in eV/Å.

One molecule with the formula C7H13NO4 at a distorted geometry, computed with ωB97M-V with the def2-TZVPD basis set.

The calculation puts the HOMO-LUMO gap at 9.60 eV. The calculation puts the total energy at -17148.0401 eV. For the LUMO energy, the calculation gives 0.51 eV. As for the SMILES: C[C@H]1N=C(CO)[C@H](O)[C@@H](O)[C@H]1O. The calculation puts the relative energy (zero: lowest compared OMol25 entry of this formula, charge and spin) at 37.4 kcal per mole.

Structure (XYZ):
```
25
Properties=species:S:1:pos:R:3:forces:R:3:lowdin_charge:R:1
C 1.182 0.806 -0.149 1.55 -0.67 1.24 -0.29
C 0.474 -1.929 -1.964 1.19 -0.84 -0.39 -0.06
H -1.126 1.653 1.854 1.30 0.55 -0.83 0.09
C 0.399 0.708 -1.387 0.40 -0.39 -0.70 -0.31
H 1.303 -1.543 -2.752 -1.63 -1.45 1.88 0.11
C 0.349 0.606 1.081 -2.26 0.23 -0.60 -0.21
H -0.299 -2.626 -2.522 1.74 1.33 1.16 0.10
O -0.353 1.882 1.251 -0.72 -1.40 1.26 -0.04
H -2.198 -1.699 1.887 -0.52 -0.12 -0.30 0.11
H 0.918 -2.530 -0.995 -0.84 1.66 -2.77 0.13
C -0.285 -0.651 -1.518 0.69 -0.79 1.45 -0.35
H 1.627 1.792 -0.087 0.31 0.29 0.03 0.16
N -0.993 -1.019 -0.295 -0.92 -0.05 0.36 0.14
H -0.825 -1.354 2.841 0.35 0.22 -0.04 0.12
C -0.745 -0.496 0.828 1.07 0.63 0.62 -0.17
H 2.487 -0.318 -1.043 0.05 0.04 0.57 0.09
H 0.801 0.648 -3.227 0.67 0.37 -0.13 0.10
O 1.306 0.974 -2.463 -0.58 -0.65 -0.51 -0.02
C -1.503 -0.907 2.114 0.61 -0.66 -1.09 -0.19
O -2.091 0.197 2.751 -2.02 1.11 -0.12 -0.08
H -0.997 -0.508 -2.273 -1.51 0.15 -1.04 0.11
H -0.345 1.487 -1.424 -0.59 0.23 0.36 0.16
H 0.941 0.303 1.950 0.08 0.33 -0.08 0.16
H -3.028 0.367 2.431 1.82 -0.55 0.41 0.14
O 2.196 -0.224 -0.116 -0.25 0.46 -0.73 -0.01
```
Forces are in eV/Å.

C4H7NO2 as an isolated structure at a distorted geometry, computed with ωB97M-V with the def2-TZVPD basis set.

The calculation puts the HOMO-LUMO gap at 10.08 eV. The calculation puts the total energy at -9844.1603 eV. For the LUMO energy, the calculation gives 0.22 eV. The calculation puts the relative energy (zero: lowest compared OMol25 entry of this formula, charge and spin) at 71.9 kcal per mole.

Structure (XYZ):
```
14
Properties=species:S:1:pos:R:3:forces:R:3:lowdin_charge:R:1
H -1.656 1.727 0.855 0.18 -0.04 -0.09 0.08
C -0.884 -0.718 -0.620 -0.27 -0.33 -0.22 -0.37
H -1.763 -0.084 -0.773 0.13 0.22 0.12 0.13
H 2.087 -1.445 -0.355 0.59 0.01 0.32 0.04
H 1.026 -2.272 0.893 0.22 0.17 0.04 0.06
C -0.747 2.066 0.347 0.08 -0.25 -0.04 -0.01
C 0.404 1.052 0.507 0.23 -0.45 -0.08 -0.47
O 1.437 1.375 1.045 -0.28 -0.31 -0.22 0.07
N 0.214 -0.271 0.000 0.16 -0.89 -0.35 0.08
H 1.024 -2.833 -0.823 -0.40 1.32 0.29 0.07
H -0.994 2.229 -0.708 0.08 -0.11 0.15 0.08
C 1.185 -1.976 -0.135 0.36 0.92 0.49 0.17
H -0.441 3.024 0.784 0.08 -0.42 -0.10 0.08
O -0.891 -1.874 -1.017 -1.14 0.16 -0.32 -0.01
```
Forces are in eV/Å.

An isolated ion of composition C8H16ClNO2P and charge +1, computed with ωB97M-V with the def2-TZVPD basis set.

The calculation puts the HOMO-LUMO gap at 8.84 eV. The calculation puts the total energy at -35944.7320 eV. For the LUMO energy, the calculation gives -3.44 eV. As for the SMILES: CCP(C)[C@H]1OC[NH2+][C@@H]1CC(=O)Cl. The calculation puts the relative energy (zero: lowest compared OMol25 entry of this formula, charge and spin) at 0.0 kcal per mole. The net charge is +1.

Structure (XYZ):
```
29
Properties=species:S:1:pos:R:3:forces:R:3:lowdin_charge:R:1
H -0.762 -3.799 0.010 -0.10 0.14 -0.04 0.08
H 3.041 0.160 1.678 -0.07 0.13 0.06 0.15
H -0.926 -2.488 -2.359 0.12 0.01 0.06 0.08
H 0.433 -0.880 0.752 -0.23 0.09 0.01 0.12
H 1.294 2.075 2.466 0.05 0.09 -0.16 0.19
C 0.094 1.250 0.857 0.13 0.09 -0.24 -0.26
C -2.213 2.046 0.419 0.09 0.35 -0.24 -0.85
C -1.204 -2.830 -0.239 -0.05 -0.18 -0.11 -0.15
O 1.932 0.272 -0.075 -0.16 -0.03 0.21 -0.11
H 0.459 -0.532 -3.620 -0.01 0.18 0.02 0.05
Cl -3.877 1.539 0.489 -0.05 0.00 0.02 0.74
C -1.321 1.312 1.412 0.23 -0.07 -0.06 -0.13
H -1.729 0.316 1.602 0.06 0.09 0.08 0.11
C 2.423 0.856 1.105 0.04 -0.04 -0.55 -0.10
C -0.451 -2.191 -1.418 0.19 -0.20 0.15 -0.42
H -1.174 -2.226 0.675 -0.03 -0.05 -0.09 0.04
H 0.959 0.459 2.547 0.13 0.12 0.15 0.18
H 2.953 1.780 0.860 0.05 -0.18 0.14 0.15
H 0.853 1.057 -2.911 -0.01 -0.12 -0.06 0.05
H 0.315 2.110 0.213 -0.20 0.01 0.25 0.17
H -2.256 -3.008 -0.485 0.16 0.15 0.09 0.08
C 0.780 -0.014 -2.712 0.14 -0.06 -0.01 -0.27
H 0.587 -2.546 -1.458 -0.14 0.07 0.00 0.09
O -1.836 2.914 -0.302 -0.07 -0.34 0.26 0.07
P -0.482 -0.353 -1.433 -0.22 0.06 -0.19 1.00
H 1.760 -0.404 -2.422 -0.13 0.08 -0.09 0.05
N 1.192 1.225 1.911 -0.38 -0.25 0.06 0.13
C 0.516 0.002 0.096 0.53 -0.03 0.38 -0.42
H -1.361 1.897 2.341 -0.06 -0.12 -0.10 0.14
```
Forces are in eV/Å.

Question: relative energy (zero: lowest compared OMol25 entry of this formula, charge and spin) of number 6 (C8H16ClNO2P)?
Answer: 0.0 kcal per mole